Entry 1:
{"formula": "C6H14NS", "method": "ωB97M-V with the def2-TZVPD basis set", "elements": ["C", "C", "C", "C", "H", "H", "H", "H", "H", "H", "C", "C", "S", "N", "H", "H", "H", "H", "H", "H", "H", "H"], "positions_angstrom": [[-0.19026, 2.44859, 1.96489], [-0.35489, 2.75734, 0.66119], [0.50560, 2.49354, -0.51808], [0.01388, 2.66477, -1.78489], [0.69771, 1.97239, 2.38697], [-0.99846, 2.73228, 2.64725], [-1.32084, 3.22456, 0.39735], [1.54514, 2.16273, -0.41119], [0.55037, 2.45090, -2.68516], [-1.02528, 2.99046, -1.91710], [-0.02745, -0.73699, -0.21287], [-0.40209, -2.23342, -0.12699], [1.04782, -3.31670, 0.14283], [-1.30472, 0.09430, -0.30644], [0.62323, -0.43617, -1.07101], [0.53254, -0.33776, 0.65291], [-0.89274, -2.48334, -1.10890], [-1.21406, -2.38917, 0.69211], [1.35306, -2.67680, 1.35401], [-1.11149, 1.03833, -0.63679], [-1.72015, 0.19820, 0.59047], [-1.91981, -0.40251, -0.93055]], "atomic_forces_ev_per_a": [[-0.11, 0.25, -0.78], [-0.31, -0.08, 0.34], [-0.32, 0.40, -1.36], [-0.30, -0.21, 2.04], [-0.20, 0.20, -0.21], [0.45, -0.20, -0.11], [0.50, -0.08, 0.09], [-0.38, 0.11, 0.23], [0.46, -0.03, -0.20], [0.36, 0.08, 0.03], [0.85, 0.60, 0.12], [-1.36, 0.37, 0.20], [-0.30, 1.27, 1.11], [1.03, -0.99, -0.47], [-0.79, -0.65, 0.37], [-0.47, -0.46, -0.12], [0.59, -0.18, 0.90], [1.44, 0.21, -1.28], [-0.15, -0.82, -1.16], [0.26, 0.22, -0.44], [-0.63, -0.07, 1.04], [-0.63, 0.05, -0.33]], "nbo_charge": [-0.358, -0.283, -0.260, -0.371, 0.213, 0.225, 0.212, 0.233, 0.228, 0.199, -0.241, -0.571, 0.053, -0.691, 0.245, 0.231, 0.236, 0.230, 0.135, 0.470, 0.437, 0.430], "homo_energy_ev": -12.96, "gap_ev": 9.420, "charge": 1, "de_lowest_ev": 1.9073, "lumo_ha": -0.130}

---

Entry 2:
{"formula": "C6H7N2P", "method": "ωB97M-V with the def2-TZVPD basis set", "elements": ["C", "C", "C", "C", "C", "C", "N", "N", "P", "H", "H", "H", "H", "H", "H", "H"], "positions_angstrom": [[-2.06264, 0.88564, -0.15968], [-2.37477, -0.47807, -0.25167], [-0.68384, 1.17768, -0.13604], [-1.44423, -1.41922, 0.08493], [0.22874, 0.13301, 0.06469], [1.91776, 0.52561, 0.08744], [-0.17116, -1.12344, 0.18225], [2.22414, 1.71469, 0.40404], [2.97597, -0.88866, -0.23331], [-2.82981, 1.62773, -0.22126], [-3.40326, -0.69779, -0.29112], [-0.12556, 2.16265, -0.24085], [-1.91590, -2.41791, 0.25146], [3.15120, 1.92017, 0.66131], [1.89535, -1.48571, -1.05001], [2.61802, -1.63639, 0.84783]], "atomic_forces_ev_per_a": [[2.03, -0.79, -1.08], [-0.43, 2.31, 1.43], [1.21, 1.06, 0.37], [-1.32, -0.74, -0.56], [1.21, 1.12, -0.95], [-3.27, 0.37, 1.16], [1.78, -0.55, 0.70], [-2.59, -0.98, -0.08], [0.20, -0.59, -2.05], [-0.19, 0.41, -0.16], [-1.07, -0.68, -0.23], [-1.53, -0.92, 0.35], [1.44, 0.36, -0.14], [1.74, -0.05, -0.35], [1.23, 0.20, 0.56], [-0.42, -0.55, 1.03]], "nbo_charge": [-0.159, -0.248, -0.262, 0.037, 0.175, 0.028, -0.454, -0.620, 0.246, 0.220, 0.210, 0.250, 0.196, 0.356, 0.024, 0.001], "homo_energy_ev": -9.14, "smiles": "[H]/N=C(\\P)c1ccccn1", "gap_ev": 9.612, "de_lowest_ev": 0.5925, "lumo_ha": 0.017}

---

Entry 3:
{"formula": "C16H21ClNRuTc", "method": "ωB97M-V with the def2-TZVPD basis set", "elements": ["Ru", "Cl", "C", "H", "H", "H", "Tc", "C", "C", "C", "H", "H", "H", "H", "H", "H", "H", "H", "C", "C", "C", "C", "C", "C", "N", "C", "C", "C", "C", "C", "C", "H", "H", "H", "H", "H", "H", "H", "H", "H", "H"], "positions_angstrom": [[0.78259, -0.22397, -0.56402], [2.72688, -1.93204, 0.78539], [2.01373, 1.23490, -0.02618], [1.34335, 2.10885, -0.11525], [2.90955, 1.38843, -0.64083], [2.27123, 1.11299, 1.03431], [2.31439, -1.50195, -1.57509], [1.48833, -3.26385, -2.22668], [4.30764, -1.25592, -2.02624], [1.45167, -0.05151, -2.63134], [4.47906, -0.44345, -2.74946], [4.92910, -1.09151, -1.13537], [4.64400, -2.19800, -2.50228], [0.70078, -3.11953, -2.97995], [2.29351, -3.85891, -2.69562], [1.07962, -3.85916, -1.39974], [1.91470, 0.92213, -2.84826], [0.63105, -0.26285, -3.33444], [-1.51250, -0.85668, 4.62965], [-0.20906, -0.83104, 4.11904], [0.01460, -0.55050, 2.77236], [-1.07276, -0.24272, 1.93288], [-2.38974, -0.28851, 2.45379], [-2.60256, -0.58622, 3.78580], [-0.90012, 0.09755, 0.60846], [-1.68882, 0.98532, -0.10339], [-1.53619, 0.93933, -1.50164], [-2.14020, 1.90891, -2.29657], [-2.96418, 2.87972, -1.71903], [-3.16511, 2.88809, -0.33389], [-2.50269, 1.97480, 0.48755], [-1.69380, -1.07675, 5.68427], [0.63274, -1.03368, 4.77634], [1.02632, -0.55079, 2.35560], [-3.21672, -0.05274, 1.77415], [-3.62568, -0.59924, 4.15552], [-0.89669, 0.13815, -1.93192], [-1.95767, 1.89515, -3.36760], [-3.46321, 3.62780, -2.34101], [-3.83877, 3.61188, 0.11902], [-2.57839, 2.01754, 1.57164]], "atomic_forces_ev_per_a": [[-3.34, 3.58, 2.15], [-0.44, -0.04, 0.09], [1.01, 2.10, 0.99], [0.32, 0.07, -0.07], [-0.17, -0.01, 0.24], [0.17, 0.08, -0.20], [4.63, -4.75, -3.37], [0.37, -0.71, -0.72], [1.16, -0.24, -0.55], [-0.76, -0.46, -0.19], [-0.12, -0.16, 0.24], [-0.23, 0.01, -0.12], [-0.07, 0.34, 0.17], [0.14, 0.06, 0.14], [-0.31, 0.09, 0.08], [0.09, 0.24, 0.02], [-0.03, -0.28, 0.17], [0.35, 0.01, -0.17], [-0.12, 0.14, -0.13], [-0.29, 0.03, -0.24], [0.20, -0.11, -0.01], [-1.00, 0.45, -0.01], [0.01, 0.27, 0.06], [0.12, -0.08, -0.04], [-1.12, -0.33, 1.00], [-0.12, -0.30, 0.66], [-0.19, 0.41, -0.39], [0.11, -0.34, 0.13], [-0.10, -0.08, 0.09], [0.22, -0.29, 0.27], [-0.22, 0.24, -0.38], [0.13, 0.05, -0.36], [-0.13, 0.01, -0.17], [-0.35, -0.03, 0.19], [0.28, -0.34, 0.43], [0.25, -0.09, 0.07], [-0.73, 0.61, -0.01], [-0.13, 0.03, 0.15], [0.23, -0.28, 0.20], [0.22, -0.03, -0.11], [-0.03, 0.16, -0.30]], "nbo_charge": [0.958, -0.508, -1.049, 0.219, 0.238, 0.229, 0.765, -0.873, -0.877, -0.940, 0.210, 0.217, 0.214, 0.209, 0.214, 0.216, 0.216, 0.198, -0.176, -0.204, -0.208, 0.194, -0.233, -0.205, -0.467, 0.182, -0.234, -0.188, -0.180, -0.204, -0.231, 0.222, 0.230, 0.252, 0.225, 0.222, 0.234, 0.229, 0.225, 0.224, 0.234], "homo_energy_ev": [-5.93, -8.29], "multiplicity": 9, "gap_ev": [6.301, 5.353], "de_lowest_ev": 1.2434, "lumo_ha": [0.014, -0.108]}